No. 1
This record from the OMol25 dataset describes 2 unconnected molecules or ions with the total composition C3H6NPS. The level of theory is wB97M-V/def2-TZVPD.

Structure (XYZ):
```
12
Properties=species:S:1:pos:R:3:forces:R:3
C -0.87520 0.29346 0.44833 -0.389 0.357 0.344
C -1.24970 1.20592 1.57548 0.108 0.162 0.266
C 1.08025 0.25614 1.44521 -0.136 0.546 0.672
N 0.34639 -0.15407 0.44481 0.357 -0.476 -0.262
P 0.76350 -1.22266 -1.99894 -0.595 -0.177 -0.441
S 0.27468 1.32975 2.56730 -0.016 -0.097 -0.107
H -1.56683 0.01764 -0.32340 -0.163 -0.084 -0.269
H -1.53389 2.20507 1.23531 -0.084 -0.049 -0.041
H -2.05884 0.81277 2.19587 -0.039 0.007 -0.062
H 2.10358 -0.01502 1.59681 0.322 -0.151 -0.041
H 1.63204 -0.88122 -3.04280 0.305 0.165 -0.400
H 1.79428 -1.85686 -1.31325 0.329 -0.204 0.342
```
Forces are in eV/Å.

Multiplicity = 1
Orbital gap (alpha / beta) = 7.54 / 6.85 eV
LUMO energy (alpha / beta) = -0.25 / -0.41 eV
Relative energy (zero: lowest compared OMol25 entry of this formula, charge and spin) = 69.5 kcal/mol

No. 2
This record from the OMol25 dataset describes 2 unconnected molecules or ions with the total composition C5H6N at a distorted geometry. The level of theory is wB97M-V/def2-TZVPD.

Structure (XYZ):
```
12
Properties=species:S:1:pos:R:3:forces:R:3
C 0.68643 -2.39999 0.48903 -0.254 -0.481 0.757
C -0.22018 2.51438 -0.26424 -0.248 1.761 -0.310
C 0.24996 0.07892 0.10298 0.420 -0.804 -0.443
C 1.24450 -3.36516 -0.12992 0.186 1.067 -0.883
C -1.42270 3.04267 -0.08448 0.187 -0.109 -0.031
N 0.02901 1.19618 -0.08811 0.168 -2.020 0.496
H 0.16903 -1.99769 1.32568 -0.122 0.208 0.126
H 0.65316 3.07794 -0.56544 -0.084 0.079 -0.009
H 1.24242 -4.34309 0.35587 -0.232 0.072 0.422
H 1.73773 -3.36300 -1.09420 0.004 0.224 -0.139
H -2.27195 2.45609 0.22332 -0.078 -0.152 0.024
H -1.57762 4.09451 -0.24840 0.054 0.153 -0.011
```
Forces are in eV/Å.

Multiplicity = 1
Charge = +1
Orbital gap = 7.30 eV
LUMO energy = -6.76 eV
Relative energy (zero: lowest compared OMol25 entry of this formula, charge and spin) = 128.7 kcal/mol

No. 3
This record from the OMol25 dataset describes 10 unconnected molecules or ions with the total composition C5H28NO11 at a distorted geometry. The level of theory is wB97M-V/def2-TZVPD.

Structure (XYZ):
```
45
Properties=species:S:1:pos:R:3:forces:R:3
C 0.83766 1.71146 0.10600 0.538 -2.574 1.159
N 0.51011 0.50107 -0.39825 -1.408 2.460 -1.800
C 0.03349 -2.24332 -1.56161 0.442 -0.192 -1.051
C 0.50267 -0.95711 -2.26551 0.952 -0.104 -0.050
C -0.20704 0.28126 -1.67663 -0.135 -0.821 -1.181
C -0.33604 1.52210 -2.66019 1.001 0.508 3.561
O -1.01839 2.56714 -1.95877 -1.011 -0.972 -0.241
O 1.56614 1.68190 1.11955 0.166 1.142 -0.032
H 0.47278 2.63195 -0.34754 -0.106 -0.203 -0.325
H 0.66078 -0.32419 0.16560 0.115 0.205 0.356
H 0.19157 -2.12507 -0.49292 -0.742 -0.296 -0.252
H -1.00489 -2.35750 -1.92134 0.191 -0.339 0.964
H 0.60503 -3.17274 -1.83152 -0.409 0.951 -0.054
H 0.28861 -1.06399 -3.32853 0.097 0.187 -0.156
H 1.60203 -0.82545 -2.12125 -0.711 -0.014 -0.389
H -1.25637 -0.02506 -1.53360 0.406 0.117 0.356
H 0.67868 1.89608 -2.81268 -0.004 -0.142 -0.656
H -0.84977 1.26152 -3.55570 -0.238 -0.543 -0.809
H -3.23339 0.14532 1.10355 -0.190 0.090 -0.743
H -2.13174 0.63596 2.27351 1.337 0.647 0.575
O -2.33184 0.08470 0.75965 0.051 0.346 -0.270
H 1.45747 0.62765 2.62936 -0.308 0.400 -0.078
H 0.49286 0.69771 3.84903 -0.242 0.089 -0.274
O 1.23624 0.22553 3.48102 0.696 -0.696 0.403
H -3.86520 1.61825 -1.17468 0.638 -0.276 -0.080
H -1.41801 1.58253 3.41306 -0.328 0.433 -0.447
O -1.62673 0.69505 3.13341 -0.457 -0.770 0.453
H 1.75122 -2.53234 0.41164 -0.031 0.457 -0.102
H 1.08259 -3.10256 1.67188 -0.076 0.392 -0.339
O 1.81212 -3.22806 1.05652 0.714 -1.150 0.538
H 2.78384 2.31722 -2.03533 0.080 -0.437 0.349
H 2.94422 1.07826 -1.09522 -0.047 0.111 0.227
O 3.06924 1.39271 -1.98923 0.281 0.384 -0.791
H -2.30798 0.67772 -0.14299 -1.655 -0.456 0.619
H -1.96382 2.08627 -1.66547 0.923 0.638 -0.518
O -3.01974 1.17225 -1.36486 -0.230 0.538 0.183
H -2.79153 -2.92706 1.01721 0.247 0.449 -0.013
H -3.04918 -1.53762 0.24807 0.385 -0.428 0.375
O -3.36715 -2.44316 0.42084 -0.717 -0.345 -0.428
H 2.88402 0.25158 0.68034 0.112 -0.286 0.521
H 3.27697 -0.99526 1.48814 -0.132 -0.101 0.143
O 3.41652 -0.56572 0.64077 -0.102 0.365 -0.432
H -1.05213 -1.56515 0.87783 -0.410 0.383 0.116
H -0.47543 -1.06978 2.22732 0.012 0.284 -0.114
O -0.26886 -1.57899 1.42901 0.308 -0.431 0.728
```
Forces are in eV/Å.

Multiplicity = 1
Charge = -1
Orbital gap = 9.07 eV
LUMO energy = 2.87 eV
Relative energy (zero: lowest compared OMol25 entry of this formula, charge and spin) = 92.9 kcal/mol